1.
9
Properties=species:S:1:pos:R:3:forces:R:3:lowdin_charge:R:1 method="wB97M-V/def2-TZVPD" e_tot_ev=-14858.7229 smiles="C1N=NNP1" e_above_lowest_kcal_mol=46.7 multiplicity=1 max_force_ev_per_a=3.3
C -0.674 0.673 -0.523 1.0 -0.3 -3.1 -0.46
N -0.508 1.053 0.860 -0.6 0.5 0.0 -0.08
N 0.385 0.471 1.453 1.4 -0.4 0.8 -0.09
N 1.014 -0.544 0.763 -1.8 -0.4 -2.1 -0.29
P 0.315 -0.890 -0.832 0.1 0.3 0.9 0.83
H -1.713 0.524 -0.872 0.5 0.5 0.5 0.06
H -0.118 1.397 -1.270 -1.4 -0.7 1.8 0.09
H 1.955 -0.817 0.882 0.9 0.3 1.1 0.04
H -0.656 -1.867 -0.462 0.0 0.1 0.2 -0.10

---

2.
9
Properties=species:S:1:pos:R:3:forces:R:3:lowdin_charge:R:1 method="wB97M-V/def2-TZVPD" e_tot_ev=-14858.4833 e_above_lowest_kcal_mol=52.2 multiplicity=1 max_force_ev_per_a=3.5
C 2.533 -0.103 0.204 -3.3 -0.3 -1.1 -0.46
N 3.588 0.078 0.608 1.7 0.3 0.6 -0.17
N -1.088 -1.172 0.230 0.9 -1.5 0.9 -0.22
N -0.869 1.195 -0.580 0.2 -3.0 -0.9 -0.20
P -0.230 -0.352 -0.905 0.3 0.6 1.0 0.89
H -1.772 -0.863 0.872 -0.9 1.8 0.2 0.04
H -0.803 -2.009 0.747 0.8 -0.2 -1.3 0.07
H -0.462 1.526 0.265 0.1 1.2 0.4 0.03
H -0.897 1.700 -1.441 0.4 1.2 0.1 0.02

---

3.
11
Properties=species:S:1:pos:R:3:forces:R:3:lowdin_charge:R:1 method="wB97M-V/def2-TZVPD" e_tot_ev=-19939.3941 e_above_lowest_kcal_mol=61.0 multiplicity=1 max_force_ev_per_a=5.0
C -0.625 -1.445 -0.157 0.5 1.4 -4.0 0.12
N 0.332 1.814 1.026 0.8 1.1 1.8 -0.10
N 1.380 1.748 0.397 2.8 0.9 -0.8 -0.20
N -0.625 1.244 0.451 -4.5 -2.1 -0.4 -0.18
N -0.396 0.457 -0.663 -0.5 -3.0 -0.5 -0.23
O 2.076 -0.415 -0.726 0.2 0.0 -0.4 -0.52
S 1.285 0.774 -1.045 -0.2 -0.8 0.8 0.87
H -0.987 -1.374 0.783 -1.0 0.6 3.0 -0.01
H -1.356 -2.048 -0.808 1.3 1.6 0.5 0.09
H 0.401 -1.759 -0.202 0.2 -0.2 -0.1 0.01
H -1.485 1.004 0.943 0.5 0.6 0.1 0.15

---

4.
10
Properties=species:S:1:pos:R:3:forces:R:3:lowdin_charge:R:1 method="wB97M-V/def2-TZVPD" e_tot_ev=-17894.2011 smiles="NN1CSN=N1" e_above_lowest_kcal_mol=47.6 multiplicity=1 max_force_ev_per_a=3.5
N -1.034 -0.971 0.690 -0.4 0.8 0.3 0.06
N 0.085 -0.237 0.334 -0.2 0.5 -0.8 -0.33
C -0.176 1.139 -0.104 3.2 0.1 1.4 -0.34
S 1.454 1.389 -1.140 -1.7 -0.3 0.7 0.80
N 1.853 -0.295 -0.959 1.0 0.8 -1.5 -0.36
N 1.063 -0.946 -0.327 -0.8 -0.6 1.0 -0.09
H -0.622 -1.679 1.221 0.0 -1.6 1.4 0.06
H -1.504 -1.412 -0.078 -0.1 -0.1 -0.9 0.08
H -1.191 1.273 -0.429 -0.2 0.2 -0.9 0.07
H 0.074 1.740 0.792 -0.8 0.1 -0.7 0.06

---

5.
8
Properties=species:S:1:pos:R:3:forces:R:3:lowdin_charge:R:1 method="wB97M-V/def2-TZVPD" e_tot_ev=-6674.5467 e_above_lowest_kcal_mol=123.3 charge=+1 multiplicity=1 max_force_ev_per_a=4.4
C -0.534 0.276 -0.754 -0.4 0.2 4.2 -0.19
N 0.699 -0.282 0.614 -0.7 4.0 -1.6 0.25
O -1.760 0.003 -0.404 -0.1 0.1 0.1 0.21
O -1.139 1.399 -0.386 0.5 -0.5 -0.7 0.22
H 0.010 -0.138 -1.526 1.1 -0.1 -2.1 0.16
H 0.542 -0.023 1.580 -0.1 0.9 0.1 0.14
H 1.622 -0.023 0.260 0.0 -0.2 0.5 0.14
H 0.561 -1.212 0.616 -0.2 -4.4 -0.4 0.07

---

6.
9
Properties=species:S:1:pos:R:3:forces:R:3:lowdin_charge:R:1 method="wB97M-V/def2-TZVPD" e_tot_ev=-17522.1187 smiles="C[S@](=N)(=O)[O-]" e_above_lowest_kcal_mol=67.1 charge=-1 multiplicity=1 max_force_ev_per_a=3.9
C 0.973 0.622 -0.163 -0.5 -1.6 -1.7 -0.19
S -0.826 0.043 -0.001 -0.1 -2.8 -2.8 0.37
N -0.831 -1.582 -0.103 0.0 2.8 -1.7 -0.29
O -1.567 0.598 -1.156 1.3 -0.4 0.8 -0.45
O -1.277 0.534 1.258 -0.1 1.0 2.2 -0.42
H 1.288 0.528 -1.260 -0.8 1.4 1.2 0.06
H 1.280 1.412 0.503 -0.3 0.9 -0.5 0.02
H 1.577 -0.197 0.139 0.2 -1.2 1.0 -0.01
H -0.616 -1.957 0.784 0.4 -0.2 1.4 -0.09

---

7.
9
Properties=species:S:1:pos:R:3:forces:R:3:lowdin_charge:R:1 method="wB97M-V/def2-TZVPD" e_tot_ev=-14562.2076 e_above_lowest_kcal_mol=99.6 charge=-1 multiplicity=1 max_force_ev_per_a=2.5
C -1.096 -1.755 -0.163 -0.4 -0.5 0.5 -0.91
N -0.004 -1.987 0.433 2.0 -1.0 0.2 0.12
O -2.017 -2.113 -0.830 -1.3 -0.5 -1.6 0.01
O -0.905 -0.696 0.643 -0.4 2.2 1.2 -0.24
Si 0.688 1.189 0.003 1.1 1.3 0.7 0.48
H 1.287 0.410 1.181 -0.5 0.5 -0.8 -0.09
H -0.086 2.528 0.512 0.6 -1.7 -0.6 -0.11
H 0.121 0.554 -1.199 0.0 0.1 0.1 -0.11
H 2.011 1.871 -0.580 -1.0 -0.4 0.4 -0.15

---

8.
9
Properties=species:S:1:pos:R:3:forces:R:3:lowdin_charge:R:1 method="wB97M-V/def2-TZVPD" e_tot_ev=-8730.6077 e_above_lowest_kcal_mol=146.1 charge=-1 multiplicity=1 max_force_ev_per_a=4.4
C -0.738 0.053 -0.178 -0.4 0.1 0.0 -0.67
N 2.120 0.271 0.562 -1.5 -2.3 -0.9 -0.06
O 1.546 -0.690 -0.118 1.9 0.6 1.5 -0.29
O -1.687 -0.706 0.485 -2.1 -2.2 3.3 -0.10
O -0.518 1.162 0.342 1.1 2.7 0.4 -0.13
H 0.171 -0.609 -0.024 1.1 -0.4 -0.7 0.03
H -1.014 -0.015 -1.236 0.0 0.0 -0.6 0.11
H 2.297 0.933 -0.173 0.2 1.3 -0.4 -0.01
H -1.461 -0.702 1.483 -0.4 0.3 -2.5 0.12